Formula: C4H7N3O2
Source: the OMol25 dataset
Level of theory: ωB97M-V/def2-TZVPD

## Properties
- HOMO-LUMO gap: 8.289 eV
- LUMO level: 0.4 eV
- Maximum force: 7.596 eV/A

Structure (ORCA input):
```
! RIJCOSX wB97M-V def2-TZVPD def2/J DEFGRID3
* xyz 0 1
C 1.9556 1.1554 0.0762
C 0.7406 0.2295 -0.1025
C -1.1193 -0.8426 0.0199
C 0.9504 -1.1291 0.0801
H 2.0169 2.1311 -0.5199
H 2.0998 1.6664 1.1005
H 2.8168 0.4745 -0.3379
H -1.0883 0.9798 -0.8831
H -4.1930 -0.0989 -0.0343
H -2.8104 0.8644 0.9162
H 2.8193 -1.0152 -0.2512
N -0.7048 0.4103 -0.0031
N -2.3757 -1.2409 -0.0353
N -3.1537 0.0733 -0.0738
O -0.1958 -1.8822 0.1022
O 2.2417 -1.7758 -0.0541
*
```